The molecule C6H10O. Source: OMol25; level of theory: wB97M-V/def2-TZVPD.

Each line ends with the Löwdin charge.
Geometry (Å):
C  2.041709  0.506693  -0.170775  -0.068
C  0.877628  -0.470392  -0.248495  -0.308
C  -0.005820  -0.722931  1.016914  -0.052
C  -1.238568  -0.370980  0.182759  -0.477
O  -2.425461  -1.084935  0.189144  0.036
C  -1.134219  1.034058  -0.313913  -0.031
C  -0.384264  -0.072718  -1.020062  -0.144
H  2.663306  0.301533  0.707774  0.075
H  1.692130  1.542788  -0.101358  0.070
H  2.687682  0.430777  -1.056362  0.076
H  1.240970  -1.436439  -0.615776  0.135
H  0.185444  -0.077664  1.883924  0.113
H  0.003231  -1.769089  1.336515  0.115
H  -2.998404  -0.703768  0.866478  0.105
H  -2.009087  1.386359  -0.854579  0.112
H  -0.612914  1.799970  0.261721  0.104
H  -0.583358  -0.293265  -2.063906  0.139

Atomic forces in eV per Å
C 0.052 0.052 -0.013
C 0.121 -0.113 -0.035
C -0.019 -0.045 0.111
C 0.216 0.118 -0.005
O -0.148 0.081 0.194
C -0.067 0.163 0.052
C 0.057 -0.105 -0.257
H -0.053 0.017 -0.118
H 0.040 -0.125 0.044
H -0.201 0.039 0.168
H -0.069 0.125 0.044
H -0.054 -0.078 -0.128
H 0.018 0.160 -0.074
H 0.022 -0.087 -0.108
H 0.138 -0.069 0.064
H -0.063 -0.155 -0.088
H 0.007 0.022 0.148

Its maximum force is 0.28 eV/A. The energy relative to the best compared isomer or geometry (same formula, charge and spin) comes out at 30.2 kcal/mol. The calculation puts the LUMO energy at 0.035 hartree. The calculation puts the total energy at -8429.9293 eV. As for the spin multiplicity: 1.